*i*
Density functional theory data (ωB97M-V with the def2-TZVPD basis set) for C7H10N as an isolated structure.

Output
**Net charge**: +1
**Orbital gap**: 9.20 eV
**Molar mass**: 108.2 g mol⁻¹

```
18
Properties=species:S:1:pos:R:3:lowdin_charge:R:1
N -0.092 -0.039 0.759 0.18
C 0.327 0.909 1.490 -0.17
C 0.139 -0.708 -1.086 -0.08
C -1.006 -1.206 -1.883 -0.09
C 0.240 -2.146 -1.524 0.06
C 0.065 -0.389 2.157 0.00
C -0.363 0.069 -2.211 -0.06
C 0.486 2.355 1.704 0.02
H 1.653 2.434 1.857 0.16
H -1.965 -1.134 -1.515 0.12
H 0.044 2.840 0.875 0.07
H 0.907 -2.288 -2.377 0.12
H 0.930 -0.943 2.464 0.11
H -1.050 0.860 -1.933 0.12
H 0.003 2.844 2.616 0.13
H 0.339 0.273 -3.056 0.14
H 0.095 -3.049 -1.026 0.09
H -0.754 -0.684 2.689 0.08
```

*ii*
Density functional theory data (ωB97M-V with the def2-TZVPD basis set) for an isolated ion of composition C7H10N and charge +1.

Output
**Net charge**: +1
**Orbital gap (alpha / beta)**: 7.06 / 7.95 eV
**Molar mass**: 108.2 g mol⁻¹

```
18
Properties=species:S:1:pos:R:3:lowdin_charge:R:1
N -1.780 0.442 0.215 0.16
C 1.788 0.156 -0.690 -0.03
C -0.707 -1.722 -0.215 -0.04
C -0.617 -0.408 0.406 -0.28
C -0.129 1.878 -0.158 0.24
C -1.490 1.647 -0.292 0.01
C 0.522 0.617 -0.004 -0.36
C 1.899 0.653 0.691 -0.01
H -2.086 2.452 -0.417 0.11
H -0.900 -1.626 -1.316 0.12
H 0.178 -2.416 -0.187 0.11
H 2.273 1.595 0.832 0.09
H 2.007 -0.057 1.601 0.17
H -2.697 0.126 0.319 0.16
H -1.457 -2.472 0.278 0.14
H -0.493 -0.369 1.452 0.16
H 2.037 0.489 -1.721 0.14
H 1.651 -0.984 -0.793 0.13
```

Least stable: *i*

*i*
Density functional theory data (ωB97M-V with the def2-TZVPD basis set) for a 2-piece molecular cluster, C2H10NO overall.

Output
**Net charge**: +1
**Orbital gap**: 11.21 eV
**Molar mass**: 64.1 g mol⁻¹

```
14
Properties=species:S:1:pos:R:3:lowdin_charge:R:1
O 0.754 0.050 0.402 -0.10
N -1.403 0.706 1.781 0.29
C 0.951 -0.010 -0.995 -0.30
C -0.022 -0.954 -1.602 -0.07
H -0.033 -0.826 -2.695 0.09
H 1.945 -0.402 -1.181 0.12
H 0.838 1.094 -1.219 0.14
H -0.613 0.266 1.155 0.11
H -1.030 1.593 2.085 0.14
H 0.441 -1.998 -1.454 0.13
H -1.019 -0.631 -1.368 0.07
H -2.171 0.875 1.232 0.10
H 1.484 0.462 0.801 0.09
H -1.634 0.005 2.543 0.19
```

*ii*
Density functional theory data (ωB97M-V with the def2-TZVPD basis set) for a 2-piece molecular cluster, C2H10NO overall.

Output
**Net charge**: +1
**Orbital gap**: 11.07 eV
**Molar mass**: 64.1 g mol⁻¹

```
14
Properties=species:S:1:pos:R:3:lowdin_charge:R:1
O -1.297 0.211 1.170 -0.16
N 0.602 -0.609 -0.675 0.15
C -0.903 1.289 2.037 -0.10
C 0.961 -0.868 -2.082 -0.03
H -0.161 0.069 -0.564 0.14
H 0.164 1.431 1.864 0.08
H -1.518 2.176 2.015 0.09
H 1.370 -0.155 -0.188 0.17
H 0.295 -1.417 -0.170 0.16
H 0.529 -1.811 -2.411 0.11
H 1.072 -0.184 -2.918 0.11
H -0.868 0.868 3.039 0.08
H 1.987 -1.226 -2.056 0.10
H -2.234 0.227 0.941 0.10
```

Least stable: *ii*

*i*
Density functional theory data (ωB97M-V with the def2-TZVPD basis set) for a 2-piece molecular cluster, C2H10NO overall.

Output
**Net charge**: +1
**Orbital gap**: 11.16 eV
**Molar mass**: 64.1 g mol⁻¹

```
14
Properties=species:S:1:pos:R:3:lowdin_charge:R:1
O 0.181 -1.071 -0.059 0.06
N -1.827 -0.039 1.512 0.05
C 0.952 1.116 -0.883 -0.06
C 1.275 -0.336 -0.982 -0.03
H 0.097 1.496 -1.421 0.09
H -2.643 -0.620 1.679 0.05
H 0.825 1.358 0.175 0.10
H -0.760 -0.772 0.121 0.12
H 1.864 1.672 -1.110 0.11
H -2.007 0.361 0.610 0.04
H 1.002 -0.836 -1.900 0.13
H -1.544 0.244 2.431 0.06
H 2.136 -0.637 -0.401 0.14
H 0.450 -1.935 0.227 0.15
```

*ii*
Density functional theory data (ωB97M-V with the def2-TZVPD basis set) for a 2-piece molecular cluster, C2H10NO overall.

Output
**Net charge**: +1
**Orbital gap**: 11.66 eV
**Molar mass**: 64.1 g mol⁻¹

```
14
Properties=species:S:1:pos:R:3:lowdin_charge:R:1
O -0.610 0.536 1.172 -0.16
N 0.962 -0.846 -0.237 0.09
C -1.949 1.196 1.136 -0.04
C 1.420 -0.757 -1.599 -0.08
H 1.678 -0.535 0.387 0.14
H -2.053 2.162 1.035 0.03
H 2.314 -1.396 -1.808 0.11
H -2.433 0.639 2.034 0.13
H -2.607 0.657 0.476 0.08
H 0.883 -1.794 0.103 0.16
H 0.080 -0.105 -0.109 0.18
H 1.773 0.206 -1.926 0.09
H -0.173 1.218 1.721 0.12
H 0.715 -1.180 -2.386 0.13
```

*iii*
Density functional theory data (ωB97M-V with the def2-TZVPD basis set) for a 2-piece molecular cluster, C2H10NO overall.

Output
**Net charge**: +1
**Orbital gap**: 11.31 eV
**Molar mass**: 64.1 g mol⁻¹

```
14
Properties=species:S:1:pos:R:3:lowdin_charge:R:1
O 1.200 -0.984 0.502 -0.14
N -1.145 0.475 -0.615 0.13
C 0.631 -0.972 1.827 -0.12
C -0.627 1.352 -1.748 -0.01
H 0.212 0.935 -2.308 0.10
H 1.897 -0.384 0.259 0.09
H -1.450 1.568 -2.428 0.10
H 1.036 -1.851 2.313 0.09
H 1.060 -0.089 2.345 0.10
H -0.437 -1.040 1.963 0.08
H -1.648 1.055 0.101 0.18
H -1.851 -0.136 -1.030 0.16
H -0.227 2.254 -1.242 0.11
H -0.393 -0.045 -0.079 0.11
```

*iv*
Density functional theory data (ωB97M-V with the def2-TZVPD basis set) for a 2-piece molecular cluster, C2H10NO overall.

Output
**Net charge**: +1
**Orbital gap**: 11.52 eV
**Molar mass**: 64.1 g mol⁻¹

```
14
Properties=species:S:1:pos:R:3:lowdin_charge:R:1
O -0.406 0.840 -0.122 -0.10
N -2.044 -1.155 -0.757 0.30
C 1.813 0.788 0.943 -0.07
C 0.951 0.298 -0.198 -0.25
H 2.167 1.807 0.775 0.09
H 0.940 -0.794 -0.156 0.11
H 1.291 0.629 -1.175 0.12
H -2.539 -1.002 -1.645 0.16
H 1.281 0.816 1.899 0.09
H -1.372 -0.340 -0.589 0.08
H 2.689 0.170 1.135 0.09
H -1.466 -1.993 -0.850 0.15
H -2.763 -1.170 -0.050 0.14
H -0.543 1.106 0.789 0.10
```

Least stable: *i*